DFT (wB97M-V/def2-TZVPD) results for a molecular structure, C21H28BBr54O2PS in a non-equilibrium geometry.

Computed properties:
ΔE to the lowest compared entry with this formula, charge and spin = 4.187 eV
Gap between HOMO and LUMO = 7.864 eV
Lowest unoccupied orbital energy = -0.5 eV
Highest occupied orbital energy = -8.39 eV
Total energy = -3829410.61788 eV

```
! wB97M-V def2-TZVPD RIJCOSX def2/J DEFGRID3
* xyz 0 1
Br 1.345 5.876 7.410
H -9.571 -5.371 3.362
Br 5.684 -0.412 -13.308
C 1.843 -0.939 0.218
H -0.061 3.759 3.644
H -1.497 -9.874 2.284
Br 0.052 2.259 5.635
Br -7.647 -1.076 -3.879
C -4.143 -2.954 1.366
P -7.883 -4.936 1.535
H 0.261 7.868 8.452
C -2.265 -9.342 2.854
H -0.868 2.921 -6.663
Br 4.319 1.539 1.724
H 6.983 0.339 -15.303
H -4.230 -4.874 0.008
Br -3.437 6.107 0.659
B -5.974 -4.842 1.642
Br 12.624 1.475 -3.660
Br 1.023 1.767 2.602
C -8.579 -4.736 3.302
H -5.625 -3.642 -0.370
H -5.090 -9.102 6.197
C -8.684 -2.715 -3.735
Br -3.756 -9.028 1.644
Br 6.929 1.541 -5.307
Br 1.117 8.933 4.233
C 10.694 1.351 -3.865
H 4.808 0.709 -6.325
C 2.673 4.790 -1.094
H -7.875 -5.098 4.164
C 5.164 2.803 6.927
C -4.980 -4.122 0.510
Br -6.924 -7.450 5.825
Br -2.769 -10.491 4.341
Br -1.187 8.012 -0.642
C -0.691 2.048 -6.026
Br -3.751 -6.996 6.159
Br 4.147 0.694 -3.919
Br 3.618 1.792 6.319
H 5.577 3.314 6.051
H 1.844 -0.224 1.047
H 2.496 5.663 -1.731
H 6.102 -1.249 -10.414
Br 0.928 4.068 -0.622
Br 6.562 1.641 7.619
Br -2.467 5.615 -2.374
C -2.769 6.929 -0.972
Br 4.669 4.181 8.208
Br -7.798 -4.036 -2.615
Br 3.720 3.527 -2.139
Br -4.851 -0.287 -2.950
H -3.510 -3.450 2.240
Br 7.011 0.236 0.524
H -2.379 0.037 -3.037
Br 5.440 -1.263 -8.008
Br 2.398 0.035 -1.372
Br -3.056 2.259 -2.126
Br 2.625 8.273 9.142
Br 0.005 -3.385 2.989
H -5.591 -4.695 4.227
C -0.465 7.850 3.903
C -0.925 -3.021 4.658
Br 3.103 -2.347 0.681
Br 8.453 1.225 -13.492
Br -1.133 7.028 5.534
C -5.277 -8.110 6.623
Br -1.466 -7.676 3.465
H -1.246 8.528 3.543
Br -2.435 1.327 -5.555
S -5.191 -5.620 3.209
C 4.999 1.417 -5.512
C 6.292 -0.541 -9.601
H -2.711 -1.578 1.174
Br -2.225 -1.587 4.464
Br 0.280 2.674 -4.462
H -8.336 -3.729 -0.310
H -3.550 7.606 -1.332
C 1.043 7.190 8.812
H 5.349 -0.696 2.136
Br 0.356 0.785 -7.071
Br 0.028 -1.617 0.054
Br 9.911 3.050 -4.397
Br 3.644 5.415 0.471
H -8.750 -3.141 -4.741
C 0.721 3.081 4.004
H 10.504 0.642 -4.679
Br -10.505 -2.369 -3.144
Br 5.767 2.454 -14.779
Br 8.222 -0.416 -9.396
Br -0.163 6.536 2.501
H -0.172 -2.675 5.374
Br 6.716 0.685 3.701
C -3.126 0.322 -2.289
C 6.753 0.833 -14.353
Br 0.375 6.368 10.443
Br 4.216 3.116 -6.044
Br -5.446 -8.341 8.547
Br 9.842 0.628 -2.273
Br 5.509 1.159 -10.132
O -3.241 -2.154 0.518
H -4.975 -2.245 1.833
C 5.788 0.302 2.035
O -8.440 -3.517 0.666
Br -2.633 -0.563 -0.628
H -8.790 -3.586 3.492
Br 2.303 4.164 4.334
Br -1.726 -4.628 5.406
*
```

These are the Löwdin partial charges, in e, on atoms 1 to 99: atom 1 (Br): 0.458, atom 2 (H): 0.055, atom 3 (Br): 0.551, atom 4 (C): -1.555, atom 5 (H): -0.059, atom 6 (H): -0.024, atom 7 (Br): 0.553, atom 8 (Br): 0.534, atom 9 (C): -0.230, atom 10 (P): 0.874, atom 11 (H): -0.035, atom 12 (C): -1.574, atom 13 (H): -0.021, atom 14 (Br): 0.533, atom 15 (H): -0.024, atom 16 (H): 0.117, atom 17 (Br): 0.550, atom 18 (B): -0.797, atom 19 (Br): 0.559, atom 20 (Br): 0.563, atom 21 (C): -0.320, atom 22 (H): 0.083, atom 23 (H): -0.045, atom 24 (C): -1.553, atom 25 (Br): 0.561, atom 26 (Br): 0.531, atom 27 (Br): 0.571, atom 28 (C): -1.603, atom 29 (H): -0.116, atom 30 (C): -1.553, atom 31 (H): -0.013, atom 32 (C): -1.587, atom 33 (C): -0.175, atom 34 (Br): 0.571, atom 35 (Br): 0.564, atom 36 (Br): 0.535, atom 37 (C): -1.568, atom 38 (Br): 0.475, atom 39 (Br): 0.483, atom 40 (Br): 0.508, atom 41 (H): -0.023, atom 42 (H): -0.124, atom 43 (H): -0.018, atom 44 (H): -0.056, atom 45 (Br): 0.524, atom 46 (Br): 0.548, atom 47 (Br): 0.523, atom 48 (C): -1.570, atom 49 (Br): 0.553, atom 50 (Br): 0.654, atom 51 (Br): 0.520, atom 52 (Br): 0.515, atom 53 (H): 0.091, atom 54 (Br): 0.550, atom 55 (H): -0.064, atom 56 (Br): 0.610, atom 57 (Br): 0.516, atom 58 (Br): 0.481, atom 59 (Br): 0.556, atom 60 (Br): 0.554, atom 61 (H): -0.070, atom 62 (C): -1.547, atom 63 (C): -1.548, atom 64 (Br): 0.583, atom 65 (Br): 0.554, atom 66 (Br): 0.546, atom 67 (C): -1.565, atom 68 (Br): 0.517, atom 69 (H): -0.019, atom 70 (Br): 0.592, atom 71 (S): 0.525, atom 72 (C): -1.571, atom 73 (C): -1.586, atom 74 (H): 0.001, atom 75 (Br): 0.585, atom 76 (Br): 0.535, atom 77 (H): -0.087, atom 78 (H): -0.022, atom 79 (C): -1.587, atom 80 (H): -0.055, atom 81 (Br): 0.558, atom 82 (Br): 0.547, atom 83 (Br): 0.533, atom 84 (Br): 0.553, atom 85 (H): -0.020, atom 86 (C): -1.533, atom 87 (H): -0.024, atom 88 (Br): 0.580, atom 89 (Br): 0.560, atom 90 (Br): 0.557, atom 91 (Br): 0.516, atom 92 (H): -0.018, atom 93 (Br): 0.561, atom 94 (C): -1.521, atom 95 (C): -1.586, atom 96 (Br): 0.561, atom 97 (Br): 0.544, atom 98 (Br): 0.567, atom 99 (Br): 0.540